# 1
# C15H39BaF3N3O8S

C15H39BaF3N3O8S as an isolated structure in a non-equilibrium geometry (ωB97M-V with the def2-TZVPD basis set, the OMol25 dataset).

**LUMO level**: -2.64 eV
**Charge**: +1
**Gap between HOMO and LUMO**: 8.870 eV

Positions of all 70 atoms, in Å:
Ba -19.40802 -3.35167 11.90572
C -20.21158 -2.56604 17.27113
F -20.99001 -3.70756 17.40087
F -20.65881 -1.68847 18.15427
F -18.87362 -2.78872 17.43878
S -20.44838 -1.80949 15.49197
O -20.14641 -2.88020 14.50586
O -21.83729 -1.33117 15.32910
O -19.48742 -0.74039 15.36366
C -16.00454 0.05118 13.82606
C -16.42360 -1.20611 13.10691
C -16.27508 -2.52926 13.94263
O -16.79970 -3.61463 13.18810
C -16.71478 -4.88192 13.85617
N -17.82175 -1.08479 12.81967
H -14.91818 0.07866 13.74141
H -16.17495 -0.12295 14.88849
H -16.43825 0.99296 13.48984
H -15.78306 -1.28075 12.22814
H -16.90066 -2.34840 14.81671
H -15.22786 -2.67265 14.20888
H -17.09110 -4.86411 14.87899
H -15.64268 -5.07855 13.86305
H -17.05510 -5.73110 13.26357
H -18.12665 -0.85609 13.75499
H -17.97350 -0.20035 12.35616
C -20.83529 -8.29585 11.98553
C -20.80926 -6.72391 11.82570
C -22.01219 -5.93956 12.47447
O -21.91194 -4.52444 12.20970
C -22.97712 -3.79407 12.78044
N -19.61640 -6.25314 12.41452
H -20.85702 -8.59072 13.03466
H -20.01106 -8.81263 11.49391
H -21.75201 -8.73875 11.59619
H -20.75015 -6.45718 10.77050
H -21.99557 -5.95072 13.56428
H -22.96450 -6.34066 12.12758
H -23.94873 -3.85114 12.28972
H -22.64441 -2.75613 12.79040
H -23.14620 -4.01959 13.83337
H -18.91423 -6.93281 12.15937
H -19.68288 -6.50616 13.39005
C -22.18342 0.11518 9.78595
C -21.71125 -1.30124 10.25836
C -21.02971 -1.98222 9.07331
O -20.65833 -3.31232 9.47370
C -20.70298 -4.19338 8.34443
N -20.74755 -1.05156 11.32262
H -22.60190 0.68645 10.61458
H -22.98956 -0.03337 9.06750
H -21.39650 0.71048 9.32286
H -22.53614 -1.84712 10.71626
H -20.20955 -1.40555 8.64565
H -21.76224 -1.99543 8.26625
H -20.36492 -5.17218 8.68466
H -19.94603 -3.84973 7.63942
H -21.66610 -4.22546 7.83503
H -21.16665 -0.43936 12.00793
H -20.06065 -0.50357 10.82465
C -16.75141 -2.83598 9.56901
C -17.08823 -4.33814 9.31778
O -17.49465 -4.89507 10.55345
O -17.86778 -2.10161 9.99443
H -16.43224 -2.31236 8.66787
H -16.06825 -2.89839 10.41606
H -16.19779 -4.80433 8.89601
H -18.01690 -4.48858 8.76727
H -17.13558 -5.78385 10.60570
H -18.13763 -1.54910 9.25720

Atoms 1-2, force components in eV/Å:
Ba 0.5 -0.3 1.5
C -0.8 -0.1 -1.5

# 2
# C22H25N3O4S

One molecule with the formula C22H25N3O4S (ωB97M-V with the def2-TZVPD basis set, the OMol25 dataset).

**ΔE to the lowest compared entry with this formula, charge and spin**: 20.1 kcal/mol
**LUMO level**: 0.17 eV
**Structure (SMILES)**: CCOCCCn1c(SCC(=O)Nc2ccc(OC)cc2)nc2ccccc2c1=O
**Gap between HOMO and LUMO**: 8.025 eV

Positions of all 55 atoms, in Å:
C -6.38890 -1.10209 -2.80090
C -5.29834 -1.09260 -1.74048
O -4.15102 -1.72876 -2.27746
C -2.94179 -1.46081 -1.61962
C -2.79143 -2.16313 -0.25665
C -3.17658 -1.30096 0.94929
N -2.27576 -0.17521 1.13343
C -1.04460 -0.33566 1.68702
S -0.62578 -1.94274 2.26129
C 0.89689 -1.63147 3.21247
C 2.16493 -1.73849 2.36121
O 2.92483 -2.67386 2.48157
N 2.29841 -0.68955 1.52324
C 3.30629 -0.43857 0.58588
C 3.17147 0.69062 -0.22270
C 4.13169 0.99699 -1.15969
C 5.25479 0.18221 -1.31701
O 6.14467 0.57530 -2.27180
C 7.29177 -0.21097 -2.48287
C 5.38721 -0.94371 -0.51289
C 4.42176 -1.25076 0.43041
N -0.17377 0.60429 1.84044
C -0.49238 1.87580 1.44554
C 0.45003 2.89893 1.59366
C 0.13049 4.17886 1.20200
C -1.12231 4.46928 0.66222
C -2.05878 3.47189 0.51286
C -1.75258 2.16565 0.89990
C -2.72657 1.09594 0.73566
O -3.84782 1.23942 0.29454
H -7.29042 -0.63976 -2.40883
H -6.05831 -0.55448 -3.67901
H -6.60833 -2.12480 -3.09497
H -5.05586 -0.06145 -1.45082
H -5.64799 -1.63282 -0.84761
H -2.17444 -1.83544 -2.30269
H -2.80307 -0.37585 -1.50570
H -3.42366 -3.05182 -0.26036
H -1.75868 -2.49380 -0.13750
H -3.15735 -1.91107 1.85712
H -4.17279 -0.87440 0.81784
H 0.79855 -0.64724 3.66770
H 0.91600 -2.41224 3.97213
H 1.54135 -0.00093 1.55339
H 2.30432 1.32690 -0.11401
H 4.03574 1.86733 -1.78906
H 7.03115 -1.22625 -2.79899
H 7.91766 -0.25901 -1.58581
H 7.84461 0.28284 -3.28052
H 6.23999 -1.59682 -0.60670
H 4.53341 -2.12624 1.04784
H 1.41423 2.66650 2.01939
H 0.85828 4.96849 1.31525
H -1.35500 5.47946 0.36255
H -3.03624 3.66702 0.09879

Atoms 1-2, force components in eV/Å:
C 0.4 -0.1 0.3
C -0.2 0.1 -0.1

# 3
# C41H87CaN2O10

C41H87CaN2O10 as an isolated structure in a non-equilibrium geometry (ωB97M-V with the def2-TZVPD basis set, the OMol25 dataset).

**ΔE to the lowest compared entry with this formula, charge and spin**: 46.1 kcal/mol
**LUMO level**: -3.03 eV
**Charge**: +1
**Gap between HOMO and LUMO**: 7.385 eV

Positions of all 141 atoms, in Å:
Ca 0.29525 2.28581 1.28627
O 0.68784 -1.48930 -0.45768
C 0.49459 -0.31614 0.15479
O 1.11434 0.07202 1.17033
O -0.25778 0.56500 -0.29152
H 0.10209 -1.25509 -1.18131
C 0.46273 -4.94338 -0.93030
C 1.30267 -5.06122 -2.15984
C 1.00681 -6.42023 -2.63790
O -0.38498 -6.49343 -2.39678
C -0.81411 -5.74547 -1.23256
H 0.33301 -3.88710 -0.69461
H 0.94936 -5.39127 -0.06389
H 2.37242 -4.86920 -2.07699
H 0.96411 -4.29386 -2.85601
H 1.52672 -7.10912 -1.97216
H 1.34345 -6.53179 -3.66859
H -1.09888 -6.40688 -0.41431
H -1.59290 -5.03463 -1.50875
C 3.48898 -2.47076 2.51152
C 4.01896 -3.54689 3.44517
C 4.39468 -4.66952 2.50911
O 3.42038 -4.54150 1.45610
C 2.67738 -3.31794 1.58719
H 4.30816 -2.03035 1.94311
H 2.92988 -1.67136 2.99782
H 3.25512 -3.94403 4.11369
H 4.85940 -3.21335 4.05388
H 4.37869 -5.67990 2.91774
H 5.34543 -4.40088 2.04865
H 1.77554 -3.50559 2.16991
H 2.49095 -2.84400 0.62348
C 2.87720 4.34029 -1.91744
C 3.65939 3.14933 -1.48830
C 2.63410 2.18805 -0.99730
O 1.62489 3.00790 -0.36890
C 1.61791 4.30885 -1.03181
H 2.62699 4.38020 -2.97758
H 3.40402 5.27360 -1.71872
H 4.40936 3.29746 -0.71131
H 4.26070 2.72190 -2.29070
H 2.97441 1.50477 -0.21921
H 2.08441 1.59668 -1.72959
H 1.60068 5.11366 -0.29690
H 0.66406 4.49471 -1.52551
C 4.37935 3.54012 3.12631
C 4.82955 2.17125 2.64348
C 3.54663 1.40689 2.53944
O 2.61536 2.44544 2.20930
C 2.97135 3.76751 2.65514
H 5.02657 4.34141 2.76977
H 4.36161 3.55149 4.21611
H 5.58437 1.74639 3.30516
H 5.23155 2.28785 1.63705
H 3.37858 1.09826 3.57124
H 3.49272 0.50414 1.93097
H 2.39740 4.25357 3.44409
H 2.97913 4.35832 1.73919
C 4.41465 -1.66003 -1.23471
C 3.40518 -1.67969 -2.36470
C 4.08503 -2.60285 -3.36731
O 5.16762 -3.24905 -2.70079
C 4.99178 -3.05792 -1.29457
H 3.90206 -1.46342 -0.29307
H 5.23536 -0.95930 -1.38808
H 3.23540 -0.66779 -2.73260
H 2.44077 -2.08767 -2.06210
H 4.52626 -2.11078 -4.23407
H 3.43010 -3.40671 -3.70344
H 5.92153 -3.13367 -0.73071
H 4.35194 -3.83405 -0.87466
C -0.72775 2.18412 5.65075
C -0.08394 0.84166 5.62375
C -0.20291 0.48383 4.18736
O -0.23980 1.75828 3.47076
C -0.27526 2.86060 4.41121
H -0.34759 2.68635 6.54032
H -1.80968 2.05248 5.63654
H -0.57543 0.16777 6.32548
H 0.95006 0.86922 5.96752
H -1.13547 -0.04748 3.99719
H 0.69549 -0.03806 3.85782
H -0.96475 3.67759 4.19850
H 0.70371 3.30606 4.58817
C -3.34885 2.93564 -3.39143
C -4.86418 2.63474 -3.29498
C -5.26077 3.11306 -1.88963
O -4.12768 2.82695 -1.09949
C -2.94834 2.93781 -1.87928
H -3.11086 3.93834 -3.74645
H -2.86306 2.18451 -4.01426
H -5.07679 1.58099 -3.47526
H -5.42065 3.12994 -4.09073
H -6.16024 2.62260 -1.51742
H -5.46343 4.18301 -1.93697
H -2.19872 2.19422 -1.60865
H -2.39541 3.85442 -1.67386
C -3.23272 0.31021 1.14376
C -3.86447 0.96983 2.37803
N -4.87559 2.03629 2.05692
C -5.95695 1.35111 1.31908
C -7.10314 2.27796 0.96688
C -5.37809 2.70151 3.30110
C -4.32475 3.51773 4.10483
H -2.30439 -0.15727 1.47202
H -2.92699 0.99843 0.35574
H -3.86443 -0.46159 0.70403
H -4.25709 0.14387 2.97111
H -3.07666 1.26668 3.07037
H -5.46299 0.93568 0.44071
H -6.42486 0.49306 1.80169
H -7.73209 1.81372 0.20727
H -7.84067 2.32935 1.76782
H -6.77179 3.26281 0.63772
H -5.82426 1.97333 3.97843
H -6.17439 3.43918 3.20189
H -3.43362 2.91849 4.29169
H -4.74956 3.76123 5.07866
H -4.03928 4.44598 3.60991
C -2.91578 -2.35756 -1.83929
C -2.39210 -1.10005 -2.57794
N -1.07668 -1.30309 -3.21672
C -0.98850 -2.50077 -4.06743
C -1.90694 -2.60726 -5.29474
C -0.58723 -0.02437 -3.81937
C 0.80345 -0.11243 -4.45258
H -3.81834 -2.08832 -1.29065
H -2.14680 -2.78185 -1.19372
H -3.27114 -3.08661 -2.56750
H -3.12562 -0.65918 -3.25298
H -2.28406 -0.30449 -1.84071
H 0.06909 -2.55584 -4.32539
H -1.20501 -3.37829 -3.45818
H -2.95764 -2.72545 -5.02990
H -1.85336 -1.73476 -5.94587
H -1.60625 -3.42700 -5.94720
H -0.51426 0.71084 -3.01796
H -1.30160 0.40700 -4.52060
H 1.40163 -0.95936 -4.11641
H 1.36158 0.82062 -4.37502
H 0.69637 -0.27379 -5.52524

Atoms 1-2, force components in eV/Å:
Ca 0.4 -1.8 -0.2
O -0.3 1.4 1.0

# 4
# C29H21BrCrF9IN5OS2

C29H21BrCrF9IN5OS2 as an isolated structure (ωB97M-V with the def2-TZVPD basis set, the OMol25 dataset).

**LUMO level (spin up / spin down)**: -0.95 / -1.18 eV
**⟨S²⟩**: 3.840
**Gap between HOMO and LUMO (spin up / spin down)**: 6.726 / 6.551 eV
**Multiplicity**: 4

Positions of all 70 atoms, in Å:
Cr -0.10111 -0.67213 -0.26081
S -0.12646 -0.97819 2.05881
C 1.61700 -0.95548 2.19694
N 2.28287 -1.11826 3.30526
N 1.58668 -1.31993 4.39066
C 2.20575 -1.55290 5.62438
C 1.39694 -1.67268 6.75024
C 1.97466 -1.90384 7.98713
C 3.35303 -2.01061 8.10750
C 4.14981 -1.88760 6.97748
C 3.58821 -1.66108 5.73141
N 2.44696 -0.75247 1.12207
N 1.89334 -0.65100 -0.00220
C 2.77036 -0.32458 -1.08094
C 2.51632 -0.86517 -2.33374
C 3.33075 -0.51896 -3.40062
C 4.38317 0.36593 -3.21585
C 4.62660 0.90221 -1.95813
C 3.82184 0.56227 -0.88425
H 0.57492 -1.37352 4.32641
H 0.32119 -1.58113 6.65464
H 1.34308 -1.99729 8.86083
H 3.80306 -2.18890 9.07486
H 5.22542 -1.97212 7.06375
H 4.20103 -1.56822 4.84697
H 1.71142 -1.57550 -2.46266
H 3.14398 -0.94988 -4.37565
H 5.01316 0.64094 -4.05168
H 5.44216 1.59866 -1.81370
H 3.98770 0.98389 0.09675
F -1.67548 4.11859 -1.96771
C -0.72058 3.72923 -2.83504
F 0.45137 4.16292 -2.35357
F -0.94641 4.38832 -3.98652
C -0.73512 2.24220 -3.04271
C -1.02374 1.69979 -4.27917
C -1.05164 0.31871 -4.45726
C -0.78560 -0.48205 -3.36822
N -0.50583 0.04664 -2.17823
C -0.47521 1.37437 -1.97182
S -0.12880 1.74267 -0.31399
H -1.22732 2.35929 -5.11204
H -1.28328 -0.11772 -5.41718
H -0.80183 -1.56476 -3.40783
Br -6.46620 -1.19331 -0.87184
C -5.69473 0.51597 -0.63828
C -6.50278 1.62715 -0.83884
C -5.98017 2.89916 -0.68461
C -4.65138 3.06470 -0.32288
C -3.84508 1.95784 -0.11519
C -4.36258 0.67815 -0.27859
I -3.10672 -0.96921 -0.01024
H -7.53753 1.48429 -1.11742
H -6.61583 3.75962 -0.84687
H -4.23332 4.05487 -0.20192
H -2.81093 2.08411 0.17394
C -1.32796 -4.29282 0.36444
C -0.33378 -3.76930 -0.67360
O -0.46132 -2.42013 -0.89130
C -0.63971 -4.43494 -2.03921
F -0.69620 -5.77225 -1.97886
F 0.27079 -4.10928 -2.97662
F -1.83106 -4.00996 -2.49172
C 1.09603 -4.14683 -0.22000
F 1.29773 -5.47468 -0.22508
F 2.04367 -3.59550 -0.99050
F 1.31465 -3.71914 1.03525
H -2.34015 -4.14953 -0.01250
H -1.20242 -3.71573 1.27903
H -1.17615 -5.35018 0.57742

Atoms 1-2, force components in eV/Å:
Cr -0.6 0.0 0.0
S 0.1 0.1 0.0